This record from the OMol25 dataset describes C18H14BrCuN6 as an isolated structure. The level of theory is wB97M-V/def2-TZVPD.

Structure (ORCA input):
```
! RIJCOSX wB97M-V def2-TZVPD def2/J DEFGRID3
* xyz 1 2
Cu 0.718 0.097 -0.861
N -1.110 -2.436 -1.869
C -1.800 -1.294 -1.893
N -3.083 -1.344 -2.232
C -3.720 -0.176 -2.224
N -5.011 -0.163 -2.549
N -3.168 1.023 -1.890
C -1.902 0.961 -1.588
N -1.143 -0.149 -1.574
C -1.193 2.234 -1.242
C -1.875 3.429 -1.141
C -1.154 4.571 -0.819
C 0.210 4.474 -0.615
C 0.814 3.232 -0.738
N 0.129 2.133 -1.046
H -1.595 -3.292 -2.076
H -0.175 -2.466 -1.499
H -5.466 -1.019 -2.813
H -5.514 0.706 -2.555
H -2.941 3.451 -1.313
H -1.656 5.525 -0.730
H 0.807 5.339 -0.365
H 1.880 3.106 -0.593
Br 3.150 0.015 -0.985
C 3.296 -0.815 0.734
C 4.521 -0.942 1.302
C 4.599 -1.583 2.562
C 3.472 -2.059 3.163
C 2.199 -1.922 2.552
C 1.018 -2.422 3.158
C -0.188 -2.279 2.542
C -0.284 -1.620 1.290
C 0.821 -1.106 0.670
C 2.088 -1.273 1.301
H 5.413 -0.575 0.812
H 5.564 -1.693 3.037
H 3.535 -2.554 4.124
H 1.092 -2.921 4.117
H -1.083 -2.668 3.010
H -1.265 -1.524 0.838
*
```

Computed properties:
- ⟨S²⟩: 0.755
- Energy above the lowest of the compared OMol25 structures with the same formula, charge and spin: 11.2 kJ/mol